The following is a quantum chemistry calculation of a structure of composition C5H12N2O, from the OMol25 dataset.

ΔE to the lowest compared entry with this formula, charge and spin	129.0	kcal/mol
multiplicity	1
LUMO energy	0.69	eV
HOMO-LUMO gap	9.65	eV

Last column: natural (NBO) charge in e.
CARTESIAN COORDINATES (ANGSTROEM)
C 0.14166 -0.92739 0.20124  -0.033
C -0.44768 0.37921 0.66904  -0.513
C -0.87407 -1.88021 -0.34634  -0.639
C 1.28987 -1.49333 0.98506  -0.630
N 0.85393 2.05556 -0.68248  -0.366
C -0.22152 1.09409 -0.70767  0.350
O 0.43576 3.27173 -0.04926  -0.570
N -1.18775 1.27532 -1.57353  -0.679
H 0.03082 3.77221 -0.77065  0.479
H 1.61536 1.72950 -0.09317  0.341
H 0.54545 -0.21737 -0.94504  0.182
H -2.09703 1.02783 -1.19423  0.337
H -1.51153 0.31040 0.89604  0.210
H 0.15159 0.84677 1.44984  0.219
H -1.58203 -2.17466 0.43214  0.213
H -1.44427 -1.34710 -1.12471  0.230
H 0.92125 -1.88375 1.93930  0.217
H 1.75497 -2.32608 0.45770  0.220
H 2.03819 -0.73501 1.21246  0.214
H -0.41296 -2.77773 -0.75575  0.218